The following is a DFT calculation (wB97M-V/def2-TZVPD) of a 9-piece molecular cluster, C75H167N8O overall.

Each line ends with the Löwdin charge.
Positions of all 251 atoms, in Å:
C 24.897 -9.166 6.660  -0.066
C 24.345 -9.027 5.191  -0.632
C 22.923 -9.462 5.078  -0.099
O 24.714 -7.856 4.477  -0.304
H 24.524 -8.422 7.364  0.049
H 25.977 -9.026 6.631  0.049
H 24.679 -10.183 6.986  0.052
H 24.866 -9.848 4.699  0.073
H 22.732 -10.358 5.667  0.065
H 22.737 -9.702 4.031  0.047
H 22.155 -8.772 5.427  0.062
C 29.228 -4.660 5.143  -0.066
C 27.881 -4.465 4.350  -0.208
C 26.553 -4.808 5.056  -0.194
C 26.200 -3.901 6.245  -0.069
N 24.834 -4.253 6.937  -0.216
C 23.644 -4.281 5.966  -0.096
C 22.356 -4.222 6.859  -0.143
C 22.779 -3.396 8.132  -0.095
C 24.312 -3.100 7.834  -0.065
C 25.002 -5.554 7.751  0.043
H 30.066 -4.761 4.453  0.083
H 29.277 -5.643 5.611  0.035
H 29.528 -3.902 5.867  0.081
H 28.036 -5.156 3.522  0.076
H 27.907 -3.550 3.759  0.117
H 26.630 -5.846 5.382  0.081
H 25.719 -4.808 4.355  0.081
H 26.106 -2.981 5.668  0.139
H 27.048 -3.803 6.923  0.143
H 23.619 -5.196 5.374  0.107
H 23.663 -3.312 5.467  0.142
H 22.110 -5.257 7.099  0.079
H 21.487 -3.747 6.403  0.116
H 22.557 -3.939 9.051  0.110
H 22.314 -2.410 8.152  0.122
H 24.940 -2.991 8.718  0.137
H 24.450 -2.197 7.239  0.136
H 24.012 -5.956 7.966  0.091
H 25.623 -5.288 8.606  0.114
H 25.378 -6.306 7.057  0.072
C 20.218 -10.802 3.582  -0.118
C 19.141 -11.646 4.210  -0.245
C 18.956 -13.030 3.600  -0.177
C 18.312 -13.035 2.235  -0.105
N 18.119 -14.407 1.521  -0.193
C 19.374 -15.345 1.562  -0.086
C 19.160 -16.388 2.590  -0.180
C 17.886 -16.149 3.267  -0.164
C 17.081 -15.306 2.261  -0.059
C 17.675 -14.256 0.050  0.048
H 21.191 -11.292 3.624  0.052
H 20.093 -9.767 3.898  0.073
H 19.928 -10.691 2.538  0.073
H 18.297 -11.011 3.940  0.115
H 19.265 -11.627 5.293  0.106
H 18.186 -13.519 4.196  0.115
H 19.920 -13.537 3.553  0.104
H 18.875 -12.370 1.581  0.124
H 17.338 -12.546 2.270  0.143
H 19.529 -15.815 0.590  0.139
H 20.217 -14.681 1.754  0.103
H 19.078 -17.370 2.125  0.144
H 19.942 -16.323 3.346  0.123
H 17.403 -17.122 3.355  0.139
H 17.895 -15.662 4.242  0.111
H 16.629 -15.987 1.540  0.137
H 16.262 -14.768 2.739  0.143
H 16.950 -13.442 0.043  0.111
H 17.157 -15.158 -0.278  0.114
H 18.548 -14.035 -0.563  0.109
C 28.542 -7.139 -0.543  -0.080
C 27.759 -6.707 0.706  -0.229
C 26.265 -6.592 0.338  -0.202
C 25.482 -6.023 1.493  -0.137
N 23.947 -5.916 1.251  -0.212
C 23.181 -7.279 1.427  -0.065
C 21.852 -6.777 1.941  -0.159
C 21.874 -5.280 2.313  -0.126
C 23.390 -4.970 2.389  -0.073
C 23.767 -5.220 -0.080  0.048
H 28.202 -6.650 -1.456  0.089
H 28.412 -8.205 -0.727  0.057
H 29.606 -6.923 -0.446  0.088
H 28.108 -5.692 0.899  0.117
H 27.869 -7.371 1.563  0.088
H 25.722 -7.510 0.113  0.100
H 26.201 -5.976 -0.559  0.116
H 25.801 -5.039 1.838  0.132
H 25.590 -6.765 2.284  0.105
H 22.966 -7.817 0.504  0.127
H 23.796 -7.814 2.151  0.094
H 21.055 -6.845 1.200  0.120
H 21.567 -7.396 2.792  0.103
H 21.555 -4.685 1.457  0.104
H 21.234 -5.066 3.169  0.112
H 23.696 -3.926 2.327  0.146
H 23.804 -5.422 3.290  0.081
H 24.614 -4.535 -0.114  0.118
H 22.776 -4.772 -0.017  0.103
H 23.801 -5.930 -0.907  0.117
C 26.239 -14.131 6.071  -0.084
C 27.240 -14.167 4.847  -0.188
C 27.723 -12.763 4.447  -0.186
C 28.377 -12.019 5.594  -0.091
N 29.110 -10.733 5.158  -0.242
C 29.387 -9.774 6.346  -0.087
C 29.433 -8.372 5.881  -0.160
C 28.490 -8.346 4.694  -0.127
C 28.240 -9.834 4.302  -0.099
C 30.375 -11.113 4.508  0.046
H 25.389 -13.531 5.745  0.049
H 26.632 -13.661 6.973  0.064
H 25.861 -15.144 6.212  0.067
H 26.658 -14.570 4.018  0.084
H 28.003 -14.931 4.998  0.128
H 26.849 -12.226 4.079  0.072
H 28.312 -12.898 3.540  0.111
H 29.059 -12.517 6.284  0.152
H 27.715 -11.673 6.387  0.115
H 30.320 -10.157 6.760  0.141
H 28.623 -9.924 7.108  0.126
H 30.438 -7.979 5.725  0.135
H 29.152 -7.617 6.615  0.113
H 28.987 -7.871 3.848  0.116
H 27.467 -8.003 4.849  0.090
H 28.322 -9.972 3.224  0.116
H 27.190 -9.931 4.579  0.106
H 30.743 -10.242 3.966  0.129
H 30.110 -11.819 3.721  0.107
H 31.036 -11.500 5.284  0.129
C 26.457 -8.452 9.884  -0.103
C 27.396 -8.465 11.124  -0.261
C 27.156 -9.631 11.995  -0.203
C 28.084 -9.462 13.293  -0.064
N 27.784 -10.575 14.320  -0.238
C 26.265 -10.763 14.706  -0.066
C 26.202 -11.273 16.204  -0.106
C 27.568 -10.881 16.780  -0.145
C 28.425 -10.245 15.710  -0.070
C 28.415 -11.887 13.784  0.041
H 25.513 -8.010 10.204  0.073
H 26.373 -9.434 9.420  0.052
H 26.876 -7.742 9.170  0.062
H 27.371 -7.502 11.635  0.129
H 28.402 -8.680 10.762  0.117
H 27.354 -10.523 11.401  0.109
H 26.128 -9.611 12.358  0.097
H 27.960 -8.546 13.871  0.132
H 29.134 -9.539 13.010  0.140
H 25.921 -11.496 13.975  0.108
H 25.795 -9.781 14.667  0.129
H 26.048 -12.351 16.253  0.118
H 25.300 -10.790 16.579  0.122
H 28.183 -11.682 17.189  0.126
H 27.427 -10.355 17.724  0.137
H 29.437 -10.650 15.719  0.139
H 28.370 -9.158 15.779  0.133
H 28.099 -12.076 12.758  0.088
H 28.147 -12.650 14.516  0.114
H 29.501 -11.871 13.867  0.112
C 17.605 -4.944 2.822  -0.102
C 16.813 -5.142 4.150  -0.208
C 17.426 -6.048 5.240  -0.177
C 16.782 -6.005 6.662  -0.061
N 17.551 -6.603 7.892  -0.208
C 17.453 -8.175 8.067  -0.023
C 18.926 -8.743 7.949  -0.136
C 19.736 -7.639 7.290  -0.177
C 19.082 -6.356 7.782  -0.129
C 17.089 -5.975 9.279  0.073
H 17.092 -4.460 1.991  0.089
H 18.168 -5.806 2.463  0.059
H 18.411 -4.219 2.935  0.054
H 15.981 -5.681 3.697  0.110
H 16.426 -4.178 4.481  0.124
H 18.446 -5.693 5.387  0.084
H 17.608 -7.089 4.971  0.106
H 15.753 -6.363 6.687  0.146
H 16.850 -4.976 7.016  0.127
H 16.972 -8.492 8.993  0.132
H 16.873 -8.430 7.180  0.124
H 19.386 -9.097 8.872  0.104
H 18.905 -9.667 7.370  0.102
H 20.807 -7.723 7.471  0.102
H 19.641 -7.651 6.204  0.098
H 19.499 -6.159 8.769  0.122
H 19.380 -5.415 7.320  0.121
H 16.044 -6.270 9.367  0.120
H 17.320 -4.917 9.151  0.107
H 17.792 -6.310 10.042  0.105
C 23.723 -14.996 3.555  -0.065
C 23.130 -13.671 3.032  -0.240
C 24.201 -12.598 2.747  -0.174
C 25.163 -13.062 1.636  -0.100
N 25.713 -11.903 0.779  -0.247
C 26.501 -12.551 -0.359  -0.054
C 26.566 -11.378 -1.415  -0.093
C 25.260 -10.547 -1.238  -0.113
C 24.589 -11.072 0.097  -0.059
C 26.569 -10.975 1.670  0.036
H 24.381 -15.428 2.800  0.085
H 22.895 -15.688 3.709  0.081
H 24.313 -14.773 4.444  0.040
H 22.448 -13.295 3.795  0.087
H 22.489 -13.893 2.179  0.097
H 24.801 -12.518 3.653  0.081
H 23.816 -11.585 2.636  0.097
H 24.577 -13.684 0.959  0.134
H 26.020 -13.596 2.047  0.125
H 27.459 -12.965 -0.045  0.143
H 25.864 -13.402 -0.604  0.133
H 27.434 -10.766 -1.167  0.105
H 26.584 -11.798 -2.420  0.132
H 25.481 -9.480 -1.229  0.093
H 24.530 -10.718 -2.029  0.122
H 24.120 -10.320 0.731  0.110
H 23.814 -11.771 -0.219  0.132
H 26.810 -10.070 1.111  0.107
H 27.389 -11.634 1.956  0.088
H 25.972 -10.663 2.527  0.085
C 23.779 -17.158 7.319  -0.103
C 24.220 -16.311 8.462  -0.272
C 23.370 -15.048 8.672  -0.170
C 24.070 -14.095 9.709  -0.079
N 23.037 -13.028 10.167  -0.217
C 22.503 -12.145 9.015  -0.091
C 22.398 -10.733 9.594  -0.171
C 23.704 -10.609 10.285  -0.180
C 23.770 -11.928 11.067  -0.053
C 21.843 -13.693 10.955  0.076
H 24.574 -17.883 7.142  0.095
H 23.790 -16.619 6.372  0.051
H 22.827 -17.677 7.431  0.095
H 25.273 -16.054 8.342  0.102
H 24.167 -16.952 9.342  0.127
H 22.409 -15.368 9.073  0.108
H 23.146 -14.607 7.701  0.106
H 24.857 -13.571 9.167  0.120
H 24.424 -14.543 10.637  0.140
H 21.558 -12.611 8.737  0.128
H 23.235 -12.164 8.208  0.121
H 21.534 -10.591 10.243  0.127
H 22.362 -9.944 8.843  0.112
H 23.633 -9.728 10.922  0.126
H 24.520 -10.339 9.615  0.084
H 23.331 -11.935 12.065  0.132
H 24.797 -12.234 11.269  0.112
H 22.390 -14.443 11.527  0.118
H 21.119 -14.099 10.249  0.099
H 21.374 -12.888 11.521  0.107

Energy relative to the best compared isomer or geometry (same formula, charge and spin), kcal/mol: 157.0
HOMO-LUMO gap, eV: 7.6
LUMO energy, eV: -12.0
M, g mol⁻¹: 1197.216
Multiplicity: 1
Net charge: +7